[1]
The following is a DFT calculation (wB97M-V/def2-TZVPD) of 9 unconnected molecules or ions with the total composition C33H66O15.

LUMO level = 0.4333 eV
SMILES = COC(=O)OC.COC(=O)OC.COC(=O)OC.C1CCOC1.C1CCOC1.C1CCOC1.C1CCOC1.C1CCOC1.C1CCOC1
E = -65998.7849 eV
frontier orbital gap = 9.6 eV
relative energy (zero: lowest compared OMol25 entry of this formula, charge and spin) = 51.9 kcal per mole

Last column: Mulliken charge in e.
Positions of all 114 atoms, in Å:
1 C 4.99 0.12 -1.65  -0.864
2 O 4.45 0.50 -0.34  -0.039
3 C 4.61 -0.41 0.62  0.792
4 O 5.25 -1.43 0.57  -0.615
5 O 3.98 0.01 1.73  -0.242
6 C 4.32 -0.77 2.90  -0.608
7 H 4.35 -0.66 -2.04  0.313
8 H 6.01 -0.30 -1.53  0.401
9 H 4.98 0.98 -2.33  0.195
10 H 3.98 -0.23 3.79  0.153
11 H 5.42 -0.88 2.87  0.423
12 H 3.83 -1.75 2.93  0.175
13 C -3.70 2.98 -3.54  -0.640
14 O -3.95 3.66 -2.29  -0.380
15 C -2.94 3.61 -1.45  0.779
16 O -1.92 2.97 -1.69  -0.377
17 O -3.21 4.28 -0.36  -0.369
18 C -2.22 4.27 0.61  -0.082
19 H -2.80 3.30 -4.06  0.276
20 H -4.56 3.38 -4.13  0.244
21 H -3.83 1.93 -3.31  0.295
22 H -2.57 5.00 1.28  0.336
23 H -1.23 4.54 0.28  0.007
24 H -2.19 3.31 1.12  -0.161
25 C -5.34 -4.94 -1.49  -0.676
26 O -3.97 -5.21 -1.50  -0.302
27 C -3.21 -4.69 -2.49  0.710
28 O -3.62 -4.19 -3.46  -0.523
29 O -1.92 -4.81 -2.19  -0.319
30 C -0.98 -3.90 -2.77  -0.502
31 H -5.58 -3.89 -1.23  0.271
32 H -5.76 -5.59 -0.78  0.270
33 H -5.85 -5.22 -2.46  0.281
34 H -1.01 -3.98 -3.80  0.579
35 H -0.03 -4.21 -2.39  0.285
36 H -1.21 -2.87 -2.40  -0.012
37 C 0.83 -5.64 1.77  -0.591
38 C -0.46 -5.46 0.94  -0.338
39 C -0.47 -3.93 0.83  -0.354
40 O 0.16 -3.44 1.98  -0.344
41 C 1.34 -4.26 2.11  -0.264
42 H 1.46 -6.33 1.13  0.285
43 H 0.67 -6.17 2.68  0.234
44 H -1.36 -5.77 1.56  0.251
45 H -0.44 -6.02 -0.01  0.238
46 H -1.44 -3.52 0.79  0.475
47 H 0.06 -3.49 -0.01  -0.079
48 H 1.75 -4.14 3.16  0.287
49 H 2.19 -3.92 1.42  0.087
50 C 0.70 -1.08 3.93  1.891
51 C 1.35 -1.53 5.23  -0.666
52 C 1.28 -0.24 6.02  -0.702
53 O 0.12 0.39 5.62  -0.492
54 C -0.32 -0.07 4.32  -0.137
55 H 0.26 -1.90 3.45  0.020
56 H 1.38 -0.71 3.10  -1.143
57 H 2.33 -1.93 5.18  0.433
58 H 0.64 -2.27 5.64  0.306
59 H 2.11 0.38 5.78  0.272
60 H 1.24 -0.30 7.11  0.340
61 H -0.38 0.69 3.53  0.106
62 H -1.35 -0.57 4.47  0.017
63 C -3.76 3.56 4.02  -0.454
64 C -4.71 2.62 3.39  -0.500
65 C -3.85 1.56 2.74  -0.248
66 O -2.64 1.59 3.45  -0.179
67 C -2.60 2.60 4.44  -0.544
68 H -4.23 4.06 4.85  0.382
69 H -3.40 4.34 3.39  0.099
70 H -5.23 3.15 2.59  0.274
71 H -5.38 2.20 4.12  0.294
72 H -3.62 1.82 1.72  -0.079
73 H -4.18 0.54 2.71  0.403
74 H -1.63 3.09 4.34  0.271
75 H -2.89 2.13 5.35  0.394
76 C 2.10 0.06 -4.69  0.612
77 C 0.59 -0.04 -4.98  0.128
78 C 0.52 0.40 -6.45  -0.771
79 O 1.86 0.28 -6.97  -0.450
80 C 2.59 0.82 -5.87  -0.576
81 H 2.49 -0.96 -4.75  0.218
82 H 2.36 0.59 -3.82  -0.522
83 H 0.00 0.56 -4.35  0.067
84 H 0.16 -1.03 -4.81  -0.044
85 H 0.29 1.46 -6.49  0.374
86 H -0.12 -0.25 -6.97  0.390
87 H 2.28 1.89 -5.78  0.269
88 H 3.70 0.70 -6.04  0.339
89 C 0.84 0.22 0.31  1.891
90 C -0.69 0.09 0.32  0.478
91 C -0.95 -0.70 -1.04  -0.684
92 O 0.30 -1.31 -1.41  -0.367
93 C 1.30 -0.34 -1.07  0.465
94 H 1.36 -0.38 1.08  -0.933
95 H 1.35 1.17 0.49  -0.687
96 H -1.06 1.11 0.21  -0.760
97 H -1.03 -0.27 1.30  0.273
98 H -1.28 0.05 -1.73  0.324
99 H -1.75 -1.48 -0.95  0.464
100 H 1.34 0.51 -1.77  -0.982
101 H 2.25 -0.88 -1.02  0.238
102 C 2.44 4.02 -0.07  -0.060
103 C 1.53 4.51 -1.13  0.199
104 C 1.82 3.60 -2.32  -0.141
105 O 3.21 3.11 -2.11  -0.393
106 C 3.65 3.64 -0.87  -0.341
107 H 2.00 3.17 0.48  -0.280
108 H 2.67 4.81 0.70  0.450
109 H 1.75 5.55 -1.38  0.341
110 H 0.48 4.41 -0.96  -0.497
111 H 1.90 4.04 -3.27  0.504
112 H 1.09 2.75 -2.31  -0.261
113 H 4.38 4.42 -1.02  0.330
114 H 4.15 2.83 -0.36  0.079

=====

[2]
The following is a DFT calculation (wB97M-V/def2-TZVPD) of a molecular structure, C5H15N3O3S.

LUMO level = 0.5526 eV
E = -26871.9810 eV
frontier orbital gap = 8.7 eV
relative energy (zero: lowest compared OMol25 entry of this formula, charge and spin) = 32.0 kcal per mole

Last column: Mulliken charge in e.
Positions of all 27 atoms, in Å:
1 C 0.87 2.13 -1.75  -0.392
2 C 1.86 -2.14 0.12  -0.973
3 C 0.38 1.14 2.46  -0.748
4 C 0.51 0.27 -2.95  -0.084
5 C 0.06 -0.69 0.90  -0.118
6 N 0.90 1.43 -2.98  -0.441
7 N 0.48 -1.66 0.12  0.039
8 N 0.92 0.07 1.59  -0.086
9 O -1.97 0.42 -0.38  -0.418
10 O -3.98 -0.17 0.94  -0.637
11 O -2.24 -1.98 0.73  -0.612
12 S -2.26 -0.55 1.01  0.735
13 H 0.60 1.56 -0.86  -0.081
14 H 1.73 2.78 -1.58  0.340
15 H 0.14 2.96 -1.75  0.266
16 H 1.96 -3.01 0.83  0.319
17 H 1.98 -2.74 -0.84  0.332
18 H 2.51 -1.33 0.44  0.261
19 H -0.74 0.96 2.57  0.213
20 H 0.84 1.02 3.35  0.414
21 H 0.59 2.14 1.94  0.218
22 H 0.01 -0.29 -2.11  0.072
23 H 0.59 -0.34 -3.83  0.324
24 H -2.88 0.70 -0.62  0.369
25 H -0.28 -2.06 -0.30  0.236
26 H -4.60 -0.62 1.46  0.283
27 H 2.01 -0.01 1.47  0.169

=====

[3]
The following is a DFT calculation (wB97M-V/def2-TZVPD) of a molecular structure, C33H28Br2IrN11O5S.

multiplicity = 2
LUMO level (alpha / beta) = 1.5213 / 1.4785 eV
E = -215058.5251 eV
frontier orbital gap (alpha / beta) = 6.1 / 5.8 eV
charge = -1

Last column: Mulliken charge in e.
Positions of all 81 atoms, in Å:
1 Ir 0.23 -0.77 -0.07  2.166
2 Br -0.04 8.14 0.61  -0.234
3 C 0.17 6.94 2.07  0.120
4 C -0.51 7.17 3.25  -0.393
5 C -0.35 6.30 4.31  -0.147
6 C 0.49 5.17 4.21  -0.125
7 C 1.19 4.98 3.00  0.023
8 C 1.02 5.85 1.94  -0.693
9 N 0.56 4.34 5.31  -0.906
10 N 1.30 3.28 5.32  -0.391
11 C 1.34 2.31 4.40  0.058
12 C 2.42 1.40 4.45  -0.518
13 C 2.68 0.50 3.46  -1.068
14 C 1.85 0.39 2.31  0.443
15 O 2.07 -0.40 1.36  -0.495
16 C 0.68 1.26 2.27  1.018
17 N -0.10 1.15 1.18  -0.476
18 C -1.22 1.84 1.10  -0.291
19 C -1.67 2.63 2.16  -1.414
20 C -0.88 2.78 3.27  -0.326
21 C 0.37 2.13 3.33  0.270
22 H -1.16 8.03 3.34  0.396
23 H -0.87 6.47 5.24  0.433
24 H 1.87 4.14 2.90  0.455
25 H 1.56 5.69 1.01  0.430
26 H 3.09 1.49 5.30  0.422
27 H 3.53 -0.17 3.52  0.456
28 H -1.76 1.74 0.17  0.543
29 H -2.63 3.13 2.09  0.490
30 H -1.21 3.38 4.11  0.740
31 C -2.20 -4.20 -3.35  -1.616
32 C -0.70 -4.10 -3.16  1.019
33 C 0.09 -4.83 -4.04  -0.534
34 C 1.46 -4.98 -3.84  -1.090
35 C 1.99 -4.50 -2.66  -0.531
36 C 1.23 -3.76 -1.76  0.543
37 C 1.84 -3.43 -0.43  -0.766
38 C -0.10 -3.40 -2.08  0.431
39 N -0.83 -2.50 -1.30  -0.178
40 H -2.45 -5.21 -3.69  0.569
41 H -2.58 -3.50 -4.11  0.315
42 H -2.74 -4.02 -2.43  0.073
43 H -0.38 -5.30 -4.89  0.428
44 H 2.06 -5.54 -4.54  0.392
45 H 3.03 -4.70 -2.41  0.425
46 H 2.92 -3.26 -0.51  0.288
47 H 1.67 -4.25 0.27  0.375
48 H 1.39 -2.55 0.03  -0.294
49 O -1.76 -2.50 3.26  -0.777
50 N -1.01 -2.05 2.36  0.961
51 O 0.11 -2.51 2.15  -0.528
52 O -1.44 -1.06 1.64  -0.396
53 N -4.66 -0.42 0.36  -0.404
54 C -4.30 -1.55 0.94  0.661
55 N -4.67 -1.87 2.18  -0.454
56 S -3.45 -2.72 0.00  -0.142
57 H -4.86 0.40 0.90  0.265
58 H -4.25 -0.32 -0.58  0.306
59 H -5.07 -1.13 2.73  0.256
60 H -3.99 -2.42 2.69  0.258
61 N -0.98 1.29 -3.80  -0.498
62 C -1.07 0.39 -2.75  0.796
63 O -0.62 0.78 -1.64  -0.668
64 C -1.70 -0.84 -2.98  0.320
65 C -1.87 -1.76 -1.81  0.316
66 N -3.07 -1.70 -1.29  -0.598
67 C -2.25 -1.10 -4.25  -0.892
68 N -2.66 -1.26 -5.32  -0.758
69 H -0.35 2.06 -3.68  0.251
70 H -1.19 0.97 -4.73  0.201
71 Br 5.67 -1.26 -4.19  -0.181
72 C 4.11 -0.91 -3.17  0.167
73 C 2.88 -1.31 -3.64  -1.248
74 C 1.78 -1.06 -2.85  0.209
75 N 1.86 -0.46 -1.66  0.134
76 C 3.06 -0.05 -1.24  -0.277
77 C 4.22 -0.25 -1.96  -0.796
78 H 2.77 -1.81 -4.59  0.515
79 H 0.79 -1.34 -3.20  0.326
80 H 3.08 0.46 -0.28  0.369
81 H 5.17 0.09 -1.59  0.471

=====

Question: The lowest E belongs to which entry?
Answer: C33H28Br2IrN11O5S

=====

Question: E of number 1 (C33H66O15)?
Answer: -65998.7849 eV

=====

Question: Which formula does entry 2 have?
Answer: C5H15N3O3S

=====

Question: Which formula does entry 1 have?
Answer: C33H66O15